DFT (ωB97M-V/def2-TZVPD) results for the ion C6H5O2 with charge -1.

Geometry (Å):
1 C 0.946906 -0.354679 0.235218
2 C 2.233070 -0.736515 0.556662
3 C 0.252269 2.013087 -0.490931
4 C 1.120450 -1.697897 0.918769
5 C 0.001528 0.385149 -0.305555
6 C -1.422553 0.004716 -0.493501
7 O 1.098209 2.404961 -1.319351
8 O -0.432649 2.510557 0.368344
9 H 0.599543 -1.840691 1.865017
10 H 1.159406 -2.562455 0.132474
11 H -1.605003 -1.022908 -0.561873
12 H -2.046469 0.472117 -1.343236
13 H -1.904707 0.424557 0.437962

Force components x, y, z for each atom (eV/Å):
0.6 -2.1 1.2
0.5 0.9 0.0
2.1 -2.8 -1.5
-0.8 -1.1 -2.6
-0.4 3.4 -1.8
-1.4 2.0 0.2
-1.1 -0.2 0.6
-1.4 1.9 1.5
0.4 -0.1 -0.1
-0.2 0.8 2.1
-0.1 -1.8 0.2
1.6 -0.2 1.1
0.3 -0.6 -0.8

Values from the calculation:
total charge: -1
spin multiplicity: 1
energy above the lowest of the compared OMol25 structures with the same formula, charge and spin: 404.36 kJ/mol
HOMO-LUMO gap: 6.95 eV

=====

DFT (ωB97M-V/def2-TZVPD) results for an isolated molecule of C6H6.

Geometry (Å):
1 C 3.164278 0.438632 0.377458
2 C 2.246068 -0.001892 -0.261700
3 C 1.128378 -0.867378 -0.655895
4 C -0.206942 -0.331543 -0.327850
5 C -1.296096 0.111852 -0.055176
6 C -2.618348 0.637183 0.315064
7 H 3.938614 0.640075 1.077808
8 H 1.160455 -1.233530 -1.687463
9 H 1.409790 -1.726967 -0.037347
10 H -2.595402 1.084568 1.314742
11 H -2.959470 1.407528 -0.384996
12 H -3.371325 -0.158524 0.325357

Force components x, y, z for each atom (eV/Å):
-0.4 -0.3 -0.1
0.4 0.3 0.4
0.0 -0.1 0.1
-0.4 0.1 0.1
0.5 -0.2 -0.1
0.0 0.0 0.0
0.1 0.4 -0.2
0.1 0.4 0.1
-0.8 -0.3 -0.1
0.1 -0.1 -0.2
0.1 -0.1 0.1
0.2 0.1 0.0

Values from the calculation:
spin multiplicity: 1
SMILES: C#CCC#CC
energy above the lowest of the compared OMol25 structures with the same formula, charge and spin: 380.30 kJ/mol
HOMO-LUMO gap (spin up / spin down): 10.52 / 10.49 eV

=====

DFT (ωB97M-V/def2-TZVPD) results for an isolated molecule of C6H6.

Geometry (Å):
1 C -1.741159 0.887253 -0.130595
2 C -1.309388 -0.546934 -0.238979
3 C -0.031354 -0.981426 0.071450
4 C 1.138631 -0.699780 0.561578
5 C 2.378744 -0.266581 0.180481
6 C 3.493948 0.167548 -0.046618
7 H -2.591892 1.021604 0.546212
8 H -0.912940 1.510732 0.212880
9 H -2.056235 1.236019 -1.123211
10 H -2.054325 -1.277153 -0.550242
11 H -0.783899 -1.610263 0.746758
12 H 4.469864 0.558983 -0.229718

Force components x, y, z for each atom (eV/Å):
0.0 0.1 0.1
0.0 0.0 -0.1
0.3 0.3 0.0
-0.2 0.0 -0.1
0.3 0.1 -0.1
-0.4 -0.1 0.1
0.1 -0.1 -0.1
-0.1 -0.1 -0.1
0.0 -0.1 0.1
0.2 0.1 0.0
-0.1 -0.1 0.1
-0.2 -0.1 0.0

Values from the calculation:
spin multiplicity: 1
energy above the lowest of the compared OMol25 structures with the same formula, charge and spin: 659.97 kJ/mol
HOMO-LUMO gap (spin up / spin down): 7.07 / 7.07 eV

=====

DFT (ωB97M-V/def2-TZVPD) results for an isolated molecule of C6H6.

Geometry (Å):
1 C 0.538093 -0.957861 0.876700
2 C -0.355204 -1.715660 1.707396
3 C 1.043597 0.456401 0.585898
4 C -0.122264 0.566498 -0.502204
5 C -1.224142 -1.565288 0.611706
6 C -0.258759 -1.025158 -0.412811
7 H 0.801915 1.180909 1.505745
8 H 2.042814 0.711198 0.265364
9 H -1.032956 0.967919 -0.008493
10 H 0.019466 1.149372 -1.402873
11 H -2.187297 -1.280807 0.775161
12 H 0.033231 -1.727312 -1.197235

Force components x, y, z for each atom (eV/Å):
-2.2 -0.3 -1.5
1.2 -0.8 1.8
-2.7 2.2 3.1
-0.5 -1.0 0.8
4.3 1.2 0.1
0.7 0.0 -1.8
0.9 -1.5 -1.8
0.2 -0.7 -0.4
0.6 -0.1 -0.2
0.4 -0.3 -0.3
-2.9 0.7 0.1
0.0 0.5 -0.1

Values from the calculation:
spin multiplicity: 1
energy above the lowest of the compared OMol25 structures with the same formula, charge and spin: 673.62 kJ/mol
HOMO-LUMO gap: 7.67 eV

=====

DFT (ωB97M-V/def2-TZVPD) results for an isolated molecule of C6H6.

Geometry (Å):
1 C 2.995111 0.117937 0.395158
2 C 1.810615 0.000937 0.574849
3 C 0.359887 -0.143764 0.722872
4 C -0.365767 -0.157346 -0.656819
5 C -1.805327 -0.090236 -0.549182
6 C -2.916113 0.379461 -0.489347
7 H 4.041814 0.239853 0.224016
8 H -0.034551 0.646814 1.372027
9 H 0.162716 -1.082272 1.271043
10 H -0.371262 0.731130 -1.306035
11 H 0.066683 -0.934170 -1.291360
12 H -3.943810 0.291652 -0.267224

Force components x, y, z for each atom (eV/Å):
-0.4 0.0 0.0
0.5 0.1 -0.2
0.0 0.1 -0.2
0.1 0.2 -0.3
-0.6 0.0 0.3
0.1 -1.2 0.3
-0.2 0.0 0.1
0.1 0.0 -0.3
-0.1 0.2 -0.4
1.6 0.4 0.5
-0.4 -0.3 0.2
-0.5 0.5 -0.1

Values from the calculation:
spin multiplicity: 1
SMILES: C#CCCC#C
energy above the lowest of the compared OMol25 structures with the same formula, charge and spin: 417.65 kJ/mol
HOMO-LUMO gap: 10.88 eV

=====

DFT (ωB97M-V/def2-TZVPD) results for an isolated molecule of C6H6.

Geometry (Å):
1 C 0.661916 -0.927028 0.806270
2 C -0.559984 -0.421804 1.192469
3 C -1.234848 0.494794 0.372207
4 C -0.612431 0.972925 -0.782714
5 C 0.602285 0.417142 -1.189644
6 C 1.202381 -0.539664 -0.421390
7 H 1.212530 -1.584927 1.460525
8 H -1.071858 -0.715226 2.099338
9 H -2.172280 0.961844 0.627681
10 H -1.107114 1.750810 -1.346606
11 H 1.072897 0.835187 -2.070124
12 H 2.171845 -0.891482 -0.751614

Force components x, y, z for each atom (eV/Å):
0.1 0.0 -0.3
-1.1 0.5 -0.3
1.0 0.4 -0.5
-0.2 -0.7 0.4
-0.9 1.1 -0.3
0.8 -0.2 0.5
0.0 -0.2 0.0
0.3 -0.2 0.2
-0.2 -0.3 0.4
0.1 0.0 -0.2
0.1 -0.3 -0.1
0.0 -0.3 0.2

Values from the calculation:
spin multiplicity: 1
SMILES: c1ccccc1
energy above the lowest of the compared OMol25 structures with the same formula, charge and spin: 9.41 kJ/mol
HOMO-LUMO gap: 10.56 eV

=====

What is the spin multiplicity in the fourth record? 1

=====

Which value of energy above the lowest of the compared OMol25 structures with the same formula, charge and spin does entry 3 give? 659.97 kJ/mol

=====

The highest energy above the lowest of the compared OMol25 structures with the same formula, charge and spin belongs to which entry? number 4